DFT (ωB97M-V/def2-TZVPD) results for a 17-piece molecular cluster, C51H136O51S17 overall in a non-equilibrium geometry.

Structure (XYZ):
```
255
Properties=species:S:1:pos:R:3:mulliken_charge:R:1
O -3.556 -3.310 5.017 -0.727
S -3.710 -3.450 3.597 1.331
O -2.749 -4.235 2.867 -0.586
O -5.180 -4.022 3.233 -0.147
C -6.324 -3.387 3.721 0.251
C -7.470 -4.318 3.788 -1.643
C -3.801 -1.743 2.890 -0.486
H -6.533 -2.578 3.029 -0.006
H -6.201 -2.948 4.726 0.394
H -7.230 -4.983 4.614 0.478
H -7.689 -4.897 2.866 0.298
H -8.357 -3.719 4.088 0.367
H -3.974 -2.025 1.841 -0.026
H -2.889 -1.188 3.141 -0.259
H -4.688 -1.275 3.328 0.632
O 5.343 -0.650 1.369 -0.485
S 5.021 -1.570 0.286 1.074
O 6.055 -2.048 -0.633 -0.749
O 4.277 -2.878 0.854 -0.423
C 3.463 -2.591 2.038 0.848
C 2.983 -3.966 2.483 0.249
C 3.755 -0.768 -0.668 2.141
H 2.702 -1.917 1.750 -0.364
H 4.074 -2.114 2.781 0.505
H 2.194 -4.370 1.827 -0.485
H 2.584 -3.795 3.470 -0.968
H 3.830 -4.638 2.669 0.546
H 2.990 -0.591 0.096 -1.061
H 3.376 -1.549 -1.319 -0.656
H 4.025 0.190 -1.141 -0.158
O 2.394 6.533 -4.081 -0.722
S 1.887 6.802 -2.780 1.116
O 0.469 6.672 -2.395 -0.713
O 2.731 5.982 -1.780 -0.012
C 2.168 5.979 -0.409 0.037
C 3.229 5.258 0.427 -1.479
C 2.354 8.527 -2.516 -1.026
H 1.129 5.600 -0.374 0.099
H 2.125 7.029 -0.081 0.533
H 4.202 5.745 0.453 0.506
H 3.460 4.227 0.058 -0.052
H 2.848 5.151 1.449 0.457
H 3.447 8.587 -2.347 0.305
H 1.778 8.873 -1.649 0.164
H 1.957 9.171 -3.270 0.472
O 2.326 -5.447 7.890 -0.639
S 1.053 -5.640 7.293 1.196
O -0.076 -4.912 7.908 -0.657
O 1.179 -5.319 5.734 -0.278
C 0.071 -4.924 4.986 -0.519
C -0.018 -3.430 5.081 0.413
C 0.696 -7.328 7.292 -0.978
H -0.855 -5.346 5.425 0.518
H 0.174 -5.376 3.977 0.109
H 0.989 -3.006 4.900 -0.500
H -0.354 -3.130 6.080 0.633
H -0.688 -3.050 4.295 -0.344
H 1.340 -7.775 6.500 0.286
H -0.328 -7.386 6.980 0.319
H 0.984 -7.822 8.197 0.416
O 2.739 -0.439 4.883 -0.354
S 2.705 -0.765 6.294 1.006
O 1.436 -0.779 6.990 -0.653
O 3.248 -2.264 6.547 -0.295
C 4.275 -2.831 5.636 0.565
C 5.168 -3.677 6.468 -1.379
C 3.951 0.287 7.101 -1.118
H 4.782 -2.003 5.160 0.449
H 3.778 -3.423 4.850 -0.406
H 5.666 -3.131 7.342 0.293
H 5.947 -4.070 5.789 0.400
H 4.587 -4.566 6.775 0.226
H 3.953 -0.062 8.125 0.458
H 3.421 1.257 7.084 0.340
H 4.855 0.383 6.557 0.285
O 5.944 2.752 5.387 -0.628
S 5.111 3.779 4.836 1.229
O 5.661 5.123 4.762 -0.707
O 4.722 3.311 3.409 -0.208
C 4.460 1.905 3.184 -0.424
C 3.385 1.800 2.086 0.951
C 3.556 3.873 5.678 -0.252
H 4.223 1.435 4.174 -0.107
H 5.428 1.497 2.850 0.293
H 2.562 2.454 2.227 0.018
H 2.989 0.800 1.970 -0.105
H 3.879 2.156 1.189 -0.335
H 3.050 2.926 5.577 -0.360
H 2.963 4.597 5.143 0.314
H 3.727 4.069 6.725 0.435
O -5.699 -1.746 -1.989 -0.792
S -4.853 -2.841 -1.578 1.500
O -3.723 -2.630 -0.721 -0.669
O -5.795 -3.955 -0.898 -0.269
C -7.233 -4.070 -1.185 -0.329
C -7.970 -3.214 -0.163 -0.564
C -4.375 -3.678 -3.023 -0.858
H -7.509 -5.167 -1.164 0.347
H -7.385 -3.662 -2.181 0.330
H -7.697 -2.127 -0.271 0.112
H -7.803 -3.444 0.869 -0.140
H -9.053 -3.332 -0.247 0.475
H -3.929 -4.624 -2.722 0.364
H -3.668 -3.074 -3.609 -0.144
H -5.298 -3.828 -3.549 0.518
O -4.863 1.223 2.360 -0.638
S -5.464 0.758 1.151 1.009
O -6.249 -0.503 1.175 -0.613
O -6.557 1.856 0.603 -0.259
C -6.090 3.278 0.546 0.576
C -7.297 4.043 0.277 -1.617
C -4.197 0.615 -0.152 0.739
H -5.281 3.384 -0.156 -0.059
H -5.708 3.499 1.539 0.226
H -7.611 4.018 -0.742 0.361
H -7.141 5.073 0.519 0.421
H -8.096 3.619 0.892 0.379
H -3.405 -0.115 0.091 -0.923
H -3.780 1.621 -0.241 -0.472
H -4.689 0.316 -1.047 0.408
O -3.378 10.644 -0.095 -0.637
S -2.030 10.385 0.272 1.178
O -1.639 10.433 1.659 -0.614
O -1.778 8.860 -0.294 -0.336
C -1.154 7.958 0.564 0.145
C -2.133 7.167 1.450 -0.877
C -0.845 11.354 -0.529 -0.822
H -0.502 8.477 1.285 0.689
H -0.421 7.318 -0.030 -0.281
H -2.699 7.728 2.212 0.362
H -1.577 6.327 1.931 0.152
H -2.835 6.700 0.801 0.216
H 0.102 11.019 -0.036 0.269
H -0.965 12.440 -0.405 0.366
H -0.830 11.080 -1.571 0.301
O 4.783 2.620 -1.047 -0.586
S 5.805 3.149 -1.961 1.323
O 7.147 3.291 -1.480 -0.741
O 5.911 2.210 -3.314 -0.533
C 4.670 1.520 -3.783 1.054
C 4.006 2.246 -4.947 -0.749
C 5.228 4.728 -2.570 -0.593
H 3.963 1.326 -2.954 -0.552
H 5.182 0.587 -4.098 -0.010
H 3.310 1.522 -5.422 0.066
H 4.785 2.478 -5.702 0.399
H 3.468 3.172 -4.792 0.100
H 6.015 5.109 -3.250 0.436
H 5.077 5.416 -1.749 0.231
H 4.251 4.544 -3.018 -0.146
O -1.032 4.606 3.493 -0.762
S -0.726 3.336 2.994 0.658
O 0.268 3.272 1.921 -0.124
O -0.235 2.519 4.289 -0.554
C 0.192 1.151 4.221 1.815
C -0.921 0.299 4.866 -0.770
C -2.237 2.543 2.436 -0.052
H 1.166 1.119 4.673 -0.594
H 0.233 0.787 3.186 -0.248
H -0.677 -0.755 4.838 -0.249
H -1.829 0.534 4.363 0.303
H -1.123 0.554 5.921 0.415
H -2.032 1.463 2.446 -0.618
H -2.535 2.808 1.424 -0.034
H -3.010 2.810 3.150 0.608
O -1.300 -4.191 -3.790 -0.332
S -0.604 -3.728 -4.972 0.850
O -0.104 -2.396 -4.940 -0.580
O 0.591 -4.735 -5.340 -0.107
C 0.478 -6.144 -4.964 -0.035
C 1.901 -6.682 -5.174 -1.262
C -1.732 -3.868 -6.385 -1.372
H -0.307 -6.593 -5.581 0.465
H 0.245 -6.297 -3.881 0.090
H 2.287 -6.342 -6.109 0.404
H 1.925 -7.762 -5.139 0.437
H 2.518 -6.260 -4.374 0.120
H -1.055 -3.681 -7.218 0.421
H -2.527 -3.147 -6.318 0.267
H -2.147 -4.859 -6.353 0.466
O 0.470 -1.994 0.849 0.077
S -0.290 -0.988 0.200 1.908
O -1.496 -0.482 0.890 0.319
O 0.750 0.295 -0.104 -0.697
C 0.270 1.450 -0.754 1.643
C 1.510 2.065 -1.502 1.026
C -0.820 -1.616 -1.456 0.999
H -0.022 2.260 -0.105 -0.739
H -0.490 1.153 -1.460 -0.202
H 2.341 2.203 -0.795 -0.237
H 1.255 3.043 -1.956 -0.603
H 1.930 1.436 -2.325 -0.500
H -1.581 -2.350 -1.398 -0.275
H 0.110 -1.982 -1.957 -0.259
H -1.216 -0.700 -1.899 -0.895
O -3.170 -1.047 -4.612 -0.635
S -2.946 0.329 -4.250 0.823
O -2.688 0.668 -2.847 -0.483
O -1.748 1.060 -5.062 0.214
C -1.282 0.496 -6.373 0.005
C 0.210 0.809 -6.484 -0.844
C -4.394 1.281 -4.863 -1.082
H -1.894 0.960 -7.155 0.340
H -1.383 -0.576 -6.404 -0.057
H 0.779 0.163 -5.802 0.018
H 0.527 1.833 -6.171 0.016
H 0.563 0.676 -7.482 0.643
H -4.569 1.061 -5.902 0.442
H -4.063 2.327 -4.779 0.191
H -5.289 1.153 -4.279 0.371
O 2.364 -8.448 0.409 -0.666
S 1.021 -8.300 -0.180 1.254
O -0.067 -9.111 0.378 -0.648
O 0.640 -6.730 -0.236 -0.160
C -0.655 -6.313 0.256 -0.915
C -0.745 -4.803 -0.025 0.905
C 1.063 -8.740 -1.940 -0.677
H -0.711 -6.539 1.313 0.375
H -1.437 -6.952 -0.219 0.533
H 0.070 -4.301 0.447 -0.625
H -1.630 -4.214 0.240 0.115
H -0.581 -4.644 -1.110 -0.232
H 1.276 -9.790 -2.063 0.483
H 1.716 -8.047 -2.534 0.028
H 0.004 -8.503 -2.146 0.262
O 3.094 -0.606 -4.313 -0.177
S 3.685 -1.909 -4.438 1.107
O 5.144 -2.046 -4.418 -0.754
O 2.971 -2.840 -3.239 -0.239
C 3.766 -3.881 -2.736 -0.606
C 2.830 -4.807 -1.979 -0.445
C 3.023 -2.725 -5.916 -0.741
H 4.651 -3.447 -2.240 0.354
H 4.034 -4.541 -3.589 0.652
H 1.934 -4.940 -2.602 -0.224
H 2.522 -4.253 -1.083 -0.440
H 3.268 -5.767 -1.645 0.640
H 1.992 -2.906 -5.635 -0.109
H 3.549 -3.666 -5.723 0.376
H 3.245 -2.239 -6.885 0.479
O -4.004 3.707 -2.573 -0.673
S -2.645 4.187 -2.367 0.703
O -1.730 3.648 -1.380 0.010
O -2.010 4.010 -3.841 -0.479
C -0.601 4.117 -3.931 2.438
C -0.234 4.805 -5.252 -1.681
C -2.728 5.987 -2.125 -0.248
H -0.156 3.090 -3.881 -0.473
H -0.169 4.775 -3.157 -0.612
H -0.643 4.247 -6.119 0.325
H 0.858 4.813 -5.468 0.310
H -0.558 5.847 -5.296 0.316
H -1.713 6.373 -2.185 -0.324
H -3.171 6.245 -1.160 0.130
H -3.246 6.399 -3.016 0.486
```

Values from the calculation:
Energy in Ha: -12630.92285
HOMO in hartree: -0.387

=====

DFT (ωB97M-V/def2-TZVPD) results for C24H21IrN7O3 as an isolated structure.

Structure (XYZ):
```
56
Properties=species:S:1:pos:R:3:lowdin_spin:R:1
Ir 0.066 -0.013 0.797 0.618
O 0.521 3.006 -1.806 0.035
C 0.155 2.226 -0.984 0.008
N 0.939 1.204 -0.392 0.123
C 2.314 0.990 -0.660 0.008
O 2.982 1.618 -1.420 0.042
C 2.846 -0.168 0.146 -0.001
C 4.179 -0.506 0.078 -0.002
C 4.638 -1.561 0.856 -0.001
C 3.743 -2.230 1.674 -0.002
C 2.418 -1.834 1.692 -0.001
N 1.972 -0.825 0.940 -0.003
C -1.254 2.195 -0.442 -0.001
C -2.173 3.152 -0.806 -0.001
C -3.443 3.100 -0.243 -0.001
C -3.735 2.099 0.669 -0.001
C -2.763 1.168 0.989 -0.002
N -1.551 1.209 0.431 -0.004
H 4.826 0.065 -0.574 0.000
H 5.680 -1.848 0.830 0.000
H 4.060 -3.048 2.305 0.000
H 1.699 -2.322 2.334 0.000
H -1.876 3.919 -1.508 0.000
H -4.188 3.839 -0.505 0.000
H -4.705 2.037 1.142 0.000
H -2.933 0.390 1.720 0.000
C -3.148 -2.707 1.079 0.000
N -2.164 -3.787 1.370 0.001
C -2.621 -5.091 0.805 0.000
C -0.735 -3.400 1.006 0.001
C -0.621 -2.763 -0.351 0.013
C -0.746 -3.615 -1.452 -0.001
C -0.825 -3.145 -2.750 0.013
C -0.795 -1.781 -2.969 -0.003
C -0.617 -0.909 -1.903 0.013
C -0.490 -1.383 -0.598 -0.002
H -4.105 -2.995 1.507 0.000
H -3.233 -2.583 0.003 0.000
H -2.794 -1.795 1.550 0.000
H -2.170 -3.880 2.394 0.000
H -2.769 -4.985 -0.266 0.000
H -3.564 -5.351 1.279 0.000
H -1.879 -5.856 1.018 0.000
H -0.153 -4.320 1.061 0.000
H -0.422 -2.732 1.800 0.001
H -0.769 -4.685 -1.279 0.000
H -0.912 -3.836 -3.576 0.001
H -0.874 -1.380 -3.971 0.000
H -0.547 0.142 -2.129 0.001
O -0.747 -0.648 2.507 0.126
N 0.119 -0.655 3.537 0.000
C -0.243 -1.394 4.524 0.009
C 0.583 -1.440 5.693 0.001
N 1.257 -1.483 6.620 0.004
C -1.399 -2.250 4.407 0.002
N -2.298 -2.920 4.166 0.005
```

Values from the calculation:
2S+1: 2
Charge: +2
Energy in Ha: -1639.89567
HOMO (alpha / beta) in hartree: -0.566 / -0.568

=====

DFT (ωB97M-V/def2-TZVPD) results for a 2-piece molecular cluster, C2H2OS2 overall in a non-equilibrium geometry.

Structure (XYZ):
```
7
Properties=species:S:1:pos:R:3:nbo_charge:R:1
C 1.413 0.598 -0.875 0.440
C -1.000 -0.512 0.645 -0.464
O 1.250 0.766 -1.995 -0.427
S -2.016 0.093 -0.499 0.047
S 1.835 0.490 0.605 0.011
H -1.368 -0.390 1.704 0.204
H -0.114 -1.045 0.414 0.190
```

Values from the calculation:
Energy in Ha: -948.98716
Structure (SMILES): O=C=S.C=S
HOMO in hartree: -0.328

=====

DFT (ωB97M-V/def2-TZVPD) results for C4H16O4 as an isolated structure in a non-equilibrium geometry.

Structure (XYZ):
```
24
Properties=species:S:1:pos:R:3:nbo_charge:R:1
C -5.513 -15.655 -19.092 -0.247
O -4.132 -15.883 -18.955 -0.717
H -5.908 -16.151 -19.978 0.163
H -5.993 -15.983 -18.170 0.157
H -5.637 -14.579 -19.213 0.185
H -3.999 -16.829 -18.864 0.459
C -4.210 -13.437 -17.225 -0.223
O -2.912 -13.129 -17.491 -0.769
H -4.261 -14.488 -16.939 0.137
H -4.705 -12.907 -16.411 0.114
H -4.823 -13.313 -18.118 0.167
H -2.380 -13.306 -16.712 0.432
C -0.966 -14.216 -15.739 -0.285
O -2.207 -13.511 -15.749 -0.639
H -1.130 -15.279 -15.564 0.206
H -0.530 -14.144 -16.736 0.215
H -0.261 -13.843 -14.996 0.187
H -2.425 -13.265 -14.847 0.477
C -4.198 -15.133 -14.600 -0.273
O -2.966 -15.282 -13.917 -0.696
H -4.790 -16.047 -14.645 0.188
H -4.682 -14.255 -14.173 0.155
H -3.995 -14.848 -15.633 0.187
H -2.632 -14.381 -13.916 0.417
```

Values from the calculation:
Energy in Ha: -462.70321
HOMO in hartree: -0.312